The following is a DFT calculation (ωB97M-V/def2-TZVPD) of a 9-piece molecular cluster, C30H66Cl12O9 overall at a distorted geometry.

Each line ends with the Mulliken charge.
Geometry (Å):
C 3.1642 -4.7796 -2.0051  -0.61
O 2.5294 -4.1604 -3.1204  -0.12
C 3.4711 -3.5449 -4.0191  -0.25
C 2.7305 -2.8137 -5.1887  -0.72
O 2.0227 -1.6677 -4.6115  0.29
C 1.1195 -1.0989 -5.5713  -0.35
C 1.7631 -0.2093 -6.6702  -0.94
O 2.7099 0.6794 -6.1359  -0.35
C 2.1854 1.6991 -5.2922  -0.31
H 3.6842 -5.6923 -2.2960  0.38
H 2.4306 -5.1116 -1.2705  -0.03
H 3.8104 -4.0641 -1.4966  0.26
H 4.2349 -4.2618 -4.3205  0.42
H 3.9762 -2.7615 -3.4540  -0.03
H 2.1525 -3.5941 -5.6838  0.30
H 3.4775 -2.4420 -5.8899  0.42
H 0.3829 -0.5744 -4.9626  0.10
H 0.4654 -1.8675 -5.9830  0.40
H 1.0548 0.3003 -7.3234  0.45
H 2.2946 -0.8605 -7.3641  0.33
H 1.3127 2.2073 -5.7024  0.37
H 2.9854 2.4370 -5.2321  0.24
H 1.9123 1.2780 -4.3246  -0.16
C -0.7972 2.4845 -3.6867  -0.49
O -1.9471 2.7700 -2.7530  -0.41
C -2.3701 1.6973 -1.9488  0.47
C -3.8774 1.8808 -1.5166  -1.10
O -4.0652 2.9857 -0.5998  -0.25
C -4.3928 4.2967 -1.1710  -0.57
C -4.5866 5.3177 -0.0106  -0.28
O -5.7642 4.8689 0.6918  -0.28
C -6.2184 5.7886 1.7327  -0.84
H -1.0719 1.5985 -4.2591  0.28
H 0.1301 2.2531 -3.1626  0.08
H -0.6036 3.3660 -4.2979  0.32
H -1.6980 1.5999 -1.0962  -0.21
H -2.4128 0.8581 -2.6431  0.43
H -4.0885 1.0214 -0.8803  0.34
H -4.5643 1.9898 -2.3559  0.39
H -5.2649 4.2689 -1.8242  0.43
H -3.4991 4.6184 -1.7056  0.34
H -4.7413 6.3079 -0.4392  0.40
H -3.7195 5.2963 0.6496  0.03
H -5.4765 6.1153 2.4614  0.28
H -7.0373 5.4282 2.3552  0.29
H -6.6127 6.7165 1.3185  0.33
C -1.4204 2.7814 1.7633  -0.29
O -1.8968 2.9907 3.1353  -0.34
C -2.1012 4.3847 3.4321  -0.14
C -2.2022 4.6297 4.9642  -0.83
O -1.0762 4.1635 5.6538  -0.22
C -1.1067 4.1809 7.0389  -0.65
C 0.2626 3.7715 7.6923  -0.59
O 1.3723 4.6379 7.4421  -0.31
C 2.4308 4.3984 8.3200  -0.72
H -0.3893 3.0692 1.5582  0.33
H -2.0711 3.2777 1.0432  0.00
H -1.5554 1.7150 1.5827  0.12
H -3.0301 4.7997 3.0408  0.13
H -1.3945 5.1193 3.0461  0.39
H -3.0601 4.0915 5.3672  0.37
H -2.3550 5.6957 5.1326  0.38
H -1.8586 3.4301 7.2813  0.37
H -1.5511 5.0839 7.4574  0.38
H 0.5618 2.8232 7.2459  0.31
H 0.1298 3.5012 8.7399  0.46
H 3.2206 5.1301 8.1496  0.25
H 2.8329 3.3856 8.2944  0.29
H 1.9925 4.5589 9.3050  0.32
Cl 2.6028 2.1534 -1.7051  -0.15
C 4.1817 1.6103 -2.2602  -0.74
C 4.2881 0.1372 -2.5040  0.72
Cl 5.8078 -0.3426 -3.3841  -0.22
H 4.9404 1.8799 -1.5256  0.44
H 4.3927 2.2364 -3.1271  0.36
H 3.4628 -0.0829 -3.1811  -0.38
H 4.1499 -0.4090 -1.5708  -0.02
Cl -0.4325 -0.9084 -1.9726  -0.11
C 0.0828 -0.5263 -0.2748  -0.25
C 0.8230 -1.7598 0.2889  -0.02
Cl 2.5376 -1.8225 -0.1720  -0.02
H -0.8490 -0.4389 0.2840  0.21
H 0.7084 0.3660 -0.2533  0.15
H 0.3566 -2.6712 -0.0851  -0.56
H 0.7650 -1.8692 1.3718  0.47
Cl 0.0376 -5.0991 3.1372  -0.14
C 0.3365 -5.5808 1.4801  0.57
C -0.4386 -6.8402 1.0920  -0.56
Cl -2.1195 -6.7050 1.4253  -0.16
H 1.3812 -5.7918 1.2521  0.34
H 0.0612 -4.7150 0.8778  -0.75
H -0.0862 -7.7705 1.5375  0.45
H -0.3521 -7.0288 0.0220  0.28
Cl -2.5974 -3.2563 4.9752  -0.19
C -3.3062 -4.0087 3.5401  -0.45
C -2.7683 -3.3563 2.2427  0.28
Cl -3.6439 -1.8182 2.0248  -0.18
H -4.3876 -3.9218 3.6457  0.46
H -3.0781 -5.0704 3.6342  0.21
H -3.0370 -3.9614 1.3768  -0.01
H -1.6919 -3.2058 2.1603  -0.12
Cl 5.9750 -1.2870 4.2003  -0.21
C 5.3923 -1.5515 2.4740  -0.28
C 5.0119 -2.9716 2.3315  0.01
Cl 3.4980 -3.4291 3.2352  -0.15
H 6.2798 -1.4302 1.8530  0.31
H 4.6483 -0.7920 2.2337  0.23
H 5.7557 -3.7589 2.4539  0.41
H 4.6995 -3.1819 1.3086  -0.27
Cl -1.7035 -4.3891 -1.3814  -0.01
C -1.9448 -4.4552 -3.1620  -0.87
C -0.6218 -4.3084 -3.8487  0.49
Cl -0.8039 -4.7245 -5.5634  -0.22
H -2.6227 -3.6648 -3.4841  0.32
H -2.4682 -5.3921 -3.3525  0.43
H 0.0827 -5.0409 -3.4548  0.10
H -0.2317 -3.2909 -3.8230  -0.27

HOMO-LUMO gap = 0.35237 Ha
Energy = -200871.370 eV
Max |F| = 2.56 eV/Å
HOMO = -9.268 eV
2S+1 = 1

***

The following is a DFT calculation (ωB97M-V/def2-TZVPD) of a 2-piece molecular cluster, C2H6NP overall at a distorted geometry.

Each line ends with the natural charge from an NBO analysis.
Geometry (Å):
N 1.2148 0.0929 1.4201  -0.91
P 2.4420 0.6259 0.7835  1.06
H 3.8039 0.8285 1.2106  -0.07
H 2.6186 0.9898 -0.5184  -0.08
C -1.3111 0.0669 -0.3961  -0.37
C -2.1012 -0.9757 -0.5146  -0.40
H -0.8370 0.4313 0.4958  0.21
H -1.0258 0.7751 -1.2246  0.17
H -2.4964 -1.2280 -1.5131  0.19
H -2.3078 -1.6067 0.2567  0.19

HOMO-LUMO gap = 0.33238 Ha
Energy = -12945.686 eV
Max |F| = 3.30 eV/Å
HOMO = -9.569 eV
2S+1 = 1

***

The following is a DFT calculation (ωB97M-V/def2-TZVPD) of C29H27F6N9SSbScTe as an isolated structure at a distorted geometry.

Each line ends with the Mulliken spin population.
Geometry (Å):
Sc 1.2929 -0.0523 -0.2467  -0.15
C 1.0850 0.2548 -4.8064  0.00
C 1.5388 0.1322 -3.4956  0.00
N 0.6896 -0.0376 -2.4785  -0.01
C -0.6248 -0.0663 -2.7818  0.00
C -1.0505 0.0470 -4.0956  0.00
N -0.2015 0.2024 -5.1057  0.00
C -1.5401 -0.2042 -1.6349  0.01
C -2.9174 -0.1442 -1.7360  0.01
C -3.7073 -0.2381 -0.5896  0.00
C -3.0479 -0.4116 0.6338  0.00
C -1.6717 -0.4712 0.6555  0.00
N -0.9248 -0.3592 -0.4531  -0.01
C -0.8836 -0.7681 1.8704  0.01
C -1.3846 -0.6769 3.1664  0.00
N -0.6863 -1.0714 4.2192  0.00
C 0.5162 -1.5863 3.9953  0.00
C 1.0588 -1.6182 2.7199  0.02
N 0.3765 -1.1855 1.6542  0.00
C -5.1766 -0.1746 -0.6684  0.00
C -5.8024 0.6464 -1.6024  0.00
C -7.1897 0.6752 -1.6361  0.00
N -7.9534 -0.0553 -0.8306  0.00
C -7.3532 -0.8452 0.0532  0.00
C -5.9736 -0.9350 0.1818  0.00
H 1.7899 0.3973 -5.6159  0.00
H 2.5918 0.1835 -3.2769  0.01
H -2.1013 0.0085 -4.3505  0.00
H -3.3960 -0.0410 -2.6985  0.00
H -3.6240 -0.5089 1.5433  0.00
H -2.3704 -0.2684 3.3539  0.00
H 1.0721 -1.9609 4.8459  0.00
H 2.0659 -1.9827 2.5649  -0.01
H -5.2393 1.2823 -2.2740  0.00
H -7.7060 1.3147 -2.3420  0.00
H -8.0001 -1.4379 0.6886  0.00
H -5.5496 -1.6187 0.9064  0.00
C -1.5414 4.3574 0.1518  0.00
N -0.6639 3.7687 1.1680  0.00
C -0.7105 4.0509 2.5219  0.00
C 0.2744 3.3542 3.1126  0.00
N 0.9276 2.6413 2.1055  0.00
C 0.3316 2.9109 0.9163  0.00
S 0.7344 2.3483 -0.6523  0.00
C 2.1593 1.9603 2.2999  0.00
C 3.0504 2.4651 3.2285  0.00
C 4.2118 1.7558 3.4894  0.00
C 4.4446 0.5775 2.8022  0.00
C 3.5198 0.1789 1.8621  -0.03
N 2.3795 0.8414 1.6001  0.00
H -2.2886 4.9590 0.6597  0.00
H -2.0257 3.5649 -0.4138  0.00
H -0.9586 4.9854 -0.5180  0.00
H -1.4441 4.7206 2.9365  0.00
H 0.5586 3.2746 4.1465  0.00
H 2.8526 3.4063 3.7206  0.00
H 4.9282 2.1319 4.2078  0.00
H 5.3410 -0.0055 2.9571  0.00
H 3.7123 -0.7111 1.2741  0.03
F 3.0873 0.0083 -1.1084  0.02
Sb 5.0868 -0.3853 -1.6209  0.01
F 4.2010 -1.2299 -3.0635  0.00
F 4.9521 1.2316 -2.5181  0.00
F 5.5129 0.4189 0.0020  0.00
F 6.7902 -0.8497 -2.1222  0.00
F 4.6254 -1.9678 -0.6473  0.03
C 0.8284 -4.9085 -0.4271  -0.01
Te 2.2263 -3.3718 -0.7654  0.99
C 3.1618 -4.2494 -2.4332  -0.03
H 1.3594 -5.8505 -0.2947  0.02
H 0.2039 -4.9603 -1.3201  0.04
H 0.2362 -4.6678 0.4513  0.00
H 2.3938 -4.7858 -2.9872  0.02
H 3.9134 -4.9423 -2.0518  0.03
H 3.6264 -3.4514 -3.0034  0.01

HOMO-LUMO gap (alpha / beta) = 0.23852 / 0.15092 Ha
Charge = +3
Energy = -105576.108 eV
Max |F| = 1.07 eV/Å
HOMO (alpha / beta) = -15.964 / -15.964 eV
2S+1 = 2